Entry 1:
Molecular formula: C37H39N10NaS
Method: DFT, the ωB97M-V functional and the def2-TZVPD basis

Each line ends with the Mulliken charge.
Cartesian coordinates (Å):
Na (-0.27718, -0.14381, 0.09554)  0.605
N (-1.63520, 3.84117, 2.10941)  0.313
C (-1.72256, 2.60923, 1.57698)  -0.646
N (-0.92902, 1.62536, 1.83163)  -0.502
C (0.13834, 1.82919, 2.72495)  -0.016
N (1.01460, 0.93373, 2.98907)  -1.308
N (0.94771, -0.20972, 2.20524)  0.816
C (1.05471, -1.31019, 2.80562)  -0.746
C (1.06587, -2.59052, 2.03857)  0.877
C (1.28710, -3.77607, 2.71379)  -0.971
C (1.28154, -4.96481, 1.99756)  -0.393
C (1.05012, -4.92050, 0.63707)  -1.179
C (0.83733, -3.68203, 0.04168)  -0.018
N (0.85155, -2.53787, 0.71988)  0.351
C (0.27813, 3.15796, 3.36159)  1.609
C (1.30312, 3.46125, 4.25744)  -0.327
C (1.41440, 4.72616, 4.79583)  -0.767
C (0.49145, 5.71454, 4.44577)  -0.715
C (-0.53111, 5.43445, 3.56508)  -0.347
C (-0.63092, 4.15469, 3.02399)  -1.014
H (-2.29896, 4.54343, 1.83456)  0.399
H (-2.52934, 2.46359, 0.85912)  0.598
H (1.14105, -1.35178, 3.89251)  0.285
H (1.45555, -3.76524, 3.78340)  0.422
H (1.45054, -5.90995, 2.49920)  0.412
H (1.02296, -5.82259, 0.04053)  0.423
H (0.62986, -3.60496, -1.02146)  0.508
H (2.00872, 2.67945, 4.50774)  0.504
H (2.21613, 4.95202, 5.48777)  0.423
H (0.57549, 6.70933, 4.86454)  0.424
H (-1.24906, 6.19943, 3.28531)  0.537
C (1.29110, 5.43734, 0.90357)  -1.592
C (0.42487, 6.14021, -0.14642)  2.340
C (1.32142, 7.09271, -0.94760)  -1.921
C (-0.65512, 6.95192, 0.58337)  -1.442
C (-0.25698, 5.14257, -1.08626)  -0.142
C (-0.97745, 5.60023, -2.20749)  -0.440
C (-1.63854, 4.73380, -3.06290)  -1.251
C (-1.59651, 3.36708, -2.79091)  1.480
S (-2.29351, 2.01843, -3.62578)  -0.424
C (-1.59477, 0.91568, -2.43543)  -0.241
N (-0.92193, 1.52220, -1.50302)  0.659
C (-0.89802, 2.89436, -1.68404)  -1.964
C (-0.22166, 3.78290, -0.84228)  0.634
C (-1.81686, -0.55180, -2.53160)  1.610
C (-2.10926, -1.09455, -3.79788)  -0.725
C (-2.35904, -2.44679, -3.93042)  -0.891
C (-2.33178, -3.24601, -2.78748)  -0.636
C (-2.03027, -2.68401, -1.55012)  -0.369
C (-1.74533, -1.31698, -1.34084)  -0.669
H (1.80973, 6.18556, 1.50937)  0.552
H (2.04790, 4.79849, 0.43600)  0.347
H (0.69538, 4.82147, 1.58535)  0.063
H (1.81756, 7.79515, -0.27002)  0.472
H (0.75526, 7.67776, -1.67515)  0.316
H (2.09233, 6.53501, -1.48793)  0.417
H (-0.19810, 7.64612, 1.29591)  0.440
H (-1.32553, 6.28502, 1.13858)  -0.037
H (-1.26050, 7.53134, -0.12018)  0.409
H (-1.03217, 6.66388, -2.40966)  0.400
H (-2.18621, 5.11681, -3.91734)  0.408
H (0.32265, 3.36991, 0.00267)  0.056
H (-2.12248, -0.46607, -4.68613)  0.322
H (-2.57551, -2.87235, -4.90248)  0.404
H (-2.54387, -4.30898, -2.87286)  0.374
H (-2.01487, -3.36107, -0.69149)  0.469
C (2.25354, -1.33490, -2.16098)  -0.686
N (1.85269, 0.03390, -1.80604)  0.901
C (2.96906, 0.66797, -1.09341)  -0.503
N (4.19949, 0.69833, -1.89498)  0.029
C (4.53819, -0.68855, -2.25086)  -0.725
N (3.46422, -1.36086, -2.99532)  0.096
C (3.19608, -0.57780, -4.20955)  -0.663
N (2.81754, 0.80979, -3.90913)  0.149
C (1.62156, 0.78040, -3.05430)  -0.506
C (3.90798, 1.42355, -3.14087)  -0.693
H (1.42839, -1.81088, -2.69732)  0.128
H (2.44510, -1.88860, -1.24275)  0.235
H (3.15602, 0.11762, -0.16817)  0.142
H (2.68654, 1.69402, -0.83944)  0.071
H (4.73857, -1.24849, -1.33607)  0.340
H (5.44255, -0.68360, -2.86083)  0.346
H (2.38502, -1.05205, -4.76323)  0.353
H (4.09049, -0.57439, -4.83449)  0.336
H (0.80015, 0.31008, -3.59772)  0.077
H (1.33858, 1.80428, -2.80936)  -0.097
H (3.63174, 2.45078, -2.89568)  0.348
H (4.80868, 1.44277, -3.75623)  0.338

Summary:
DFT total energy: -2541.39711 hartree
2S+1: 1
Molecular weight: 678.85 g/mol


Entry 2:
Molecular formula: C37H40CaClN4PSe
Method: DFT, the ωB97M-V functional and the def2-TZVPD basis

Each line ends with the Mulliken charge.
Cartesian coordinates (Å):
Ca (0.00913, 1.01885, 0.64771)  2.098
C (-1.95154, -0.79883, 2.38291)  -1.265
N (-1.16310, 0.40592, 2.67749)  1.006
C (-0.20820, 0.09370, 3.75158)  -1.577
C (-2.05709, 1.50121, 3.09971)  -1.393
C (-1.46286, 2.87163, 2.80398)  -0.799
N (-1.14640, 3.05922, 1.37794)  0.910
C (-2.35622, 2.96053, 0.54499)  -1.651
C (-0.60754, 4.41491, 1.19986)  -1.373
H (-2.51142, -1.13717, 3.26358)  0.386
H (-1.28877, -1.60395, 2.05852)  0.338
H (-2.66433, -0.59306, 1.58268)  0.239
H (-0.72407, -0.34370, 4.61611)  0.459
H (0.31367, 0.99371, 4.07537)  0.355
H (0.53965, -0.61243, 3.39047)  0.278
H (-2.27147, 1.43345, 4.17316)  0.417
H (-3.00698, 1.40247, 2.57420)  0.555
H (-0.53187, 2.99688, 3.36337)  0.288
H (-2.17159, 3.64001, 3.14445)  0.595
H (-3.12130, 3.68053, 0.85845)  0.314
H (-2.80109, 1.96394, 0.55836)  0.434
H (-2.10636, 3.18502, -0.49407)  0.220
H (-1.39448, 5.16716, 1.33283)  0.383
H (-0.19466, 4.52513, 0.19651)  0.246
H (0.17223, 4.62076, 1.93198)  0.451
Cl (0.24211, 1.84405, -1.88181)  -0.104
C (0.80470, 0.55996, -2.89668)  1.021
C (1.70817, 0.87714, -3.89542)  -0.618
C (2.16389, -0.11852, -4.74122)  -0.719
C (1.70373, -1.41518, -4.58725)  -0.708
C (0.80492, -1.72255, -3.57905)  -0.552
C (0.33713, -0.74378, -2.70545)  -0.431
P (-0.80525, -1.10618, -1.29974)  1.852
C (-0.65132, -2.93957, -1.19383)  -0.029
C (0.23039, -3.50796, -0.27687)  -0.358
C (0.44671, -4.87834, -0.26164)  -0.813
C (-0.23708, -5.70126, -1.14260)  -0.603
C (-1.14964, -5.14901, -2.03180)  -0.643
C (-1.35457, -3.77873, -2.05906)  -0.513
C (-2.43424, -0.99106, -2.11372)  0.547
C (-2.61078, -0.67011, -3.45384)  -0.099
C (-3.87923, -0.72171, -4.01371)  -0.802
C (-4.97030, -1.08184, -3.24125)  -0.593
C (-4.80420, -1.37182, -1.89549)  -0.887
C (-3.54238, -1.32716, -1.33543)  -0.267
H (2.04631, 1.89811, -4.01019)  0.515
H (2.86730, 0.12535, -5.52558)  0.375
H (2.04387, -2.19548, -5.25540)  0.416
H (0.45611, -2.73908, -3.47526)  0.412
H (0.77201, -2.88089, 0.42215)  0.327
H (1.15671, -5.30369, 0.43604)  0.450
H (-0.05722, -6.76844, -1.14326)  0.383
H (-1.69728, -5.78680, -2.71365)  0.429
H (-2.06000, -3.35708, -2.76391)  0.452
H (-1.77220, -0.36789, -4.06414)  0.433
H (-4.00757, -0.46193, -5.05572)  0.405
H (-5.95736, -1.11171, -3.68345)  0.364
H (-5.66033, -1.60729, -1.27845)  0.411
H (-3.41035, -1.56752, -0.28600)  0.349
Se (-2.92138, 3.17297, -3.09736)  -0.401
C (-4.08782, 2.70707, -1.83072)  0.394
N (-4.78827, 2.41397, -0.94756)  -0.712
C (3.04347, 2.47711, 4.80196)  -0.603
C (3.40321, 1.15515, 4.54538)  -0.743
C (3.13273, 0.57747, 3.32047)  0.332
C (2.48545, 1.30451, 2.30418)  -0.917
C (2.15448, 2.63760, 2.56950)  -0.195
C (2.42647, 3.21302, 3.80414)  -0.698
N (2.12074, 0.71773, 1.09392)  -0.337
C (3.09726, -0.02693, 0.43739)  -0.717
C (2.73634, -1.03744, -0.46091)  0.535
C (3.67355, -1.75514, -1.18266)  -0.171
C (5.02598, -1.49619, -1.02715)  -0.873
C (5.41482, -0.50170, -0.13798)  -0.708
C (4.47807, 0.22462, 0.57376)  -0.188
H (3.27525, 2.92990, 5.75681)  0.399
H (3.89784, 0.57131, 5.31215)  0.388
H (3.41836, -0.44801, 3.11981)  0.508
H (1.75068, 3.23286, 1.75815)  0.755
H (2.18294, 4.25526, 3.97757)  0.425
H (1.68781, -1.25962, -0.57862)  -0.557
H (3.34101, -2.52937, -1.86500)  0.523
H (5.76640, -2.05144, -1.58766)  0.390
H (6.46705, -0.28213, -0.00157)  0.382
H (4.80151, 1.01953, 1.23252)  0.475

Summary:
DFT total energy: -5533.58837 hartree
2S+1: 1
Molecular weight: 726.22 g/mol


Entry 3:
Molecular formula: C37H40CaN6O7P
Method: DFT, the ωB97M-V functional and the def2-TZVPD basis

Each line ends with the Mulliken charge.
Cartesian coordinates (Å):
Ca (-1.88556, -0.03676, 1.22244)  1.177
N (-3.39154, 1.52215, 2.68699)  -0.507
C (-2.59892, 2.64014, 3.24573)  -0.877
C (-1.16628, 2.16868, 3.54923)  0.152
O (-0.67838, 2.47943, 4.64279)  -0.819
N (-0.63307, 1.41912, 2.58428)  1.175
C (0.45181, 0.56048, 3.00465)  -1.886
C (-0.79302, -1.55453, 3.32200)  0.092
O (-0.67601, -3.01336, 3.17395)  -0.643
O (-1.98709, -1.03902, 3.24787)  -1.083
H (-4.37020, 1.77960, 2.63105)  0.210
H (-3.31688, 0.73671, 3.33566)  0.167
H (-3.00578, 3.01777, 4.18525)  0.384
H (-2.58640, 3.46760, 2.52971)  0.302
H (0.53618, 0.54412, 4.09668)  0.423
H (1.41264, 0.86103, 2.58293)  0.536
N (-2.25689, 2.46141, -0.04264)  0.174
C (-1.86634, 3.14331, -1.20465)  0.019
C (-2.73773, 4.06736, -1.78913)  -0.799
C (-2.39788, 4.71825, -2.95889)  -0.673
C (-1.17340, 4.46738, -3.56764)  -0.879
C (-0.31698, 3.54363, -2.99546)  -0.132
C (-0.64835, 2.85567, -1.82927)  0.338
P (0.43144, 1.58074, -1.05186)  2.118
C (1.08796, 0.75941, -2.55741)  -0.114
C (0.20869, 0.41110, -3.58489)  -0.592
C (0.66319, -0.25309, -4.71568)  -0.679
C (2.00656, -0.58219, -4.83885)  -0.551
C (2.88112, -0.28021, -3.80292)  -0.812
C (2.42326, 0.36610, -2.66221)  -0.481
C (1.79719, 2.69312, -0.52902)  0.936
C (2.75107, 3.24109, -1.38492)  -0.485
C (3.69213, 4.14081, -0.90800)  -0.704
C (3.68607, 4.51457, 0.42965)  -0.607
C (2.73198, 3.98627, 1.28538)  -0.711
C (1.79510, 3.07855, 0.80956)  -0.843
H (-3.14631, 2.77077, 0.32059)  0.184
H (-1.56376, 2.44958, 0.70750)  -0.126
H (-3.68788, 4.27353, -1.30832)  0.412
H (-3.08800, 5.43069, -3.39405)  0.381
H (-0.89553, 4.98173, -4.47842)  0.425
H (0.63080, 3.32920, -3.47505)  0.211
H (-0.84203, 0.66592, -3.50370)  0.444
H (-0.03705, -0.50889, -5.50145)  0.440
H (2.36609, -1.08583, -5.72795)  0.375
H (3.92532, -0.56007, -3.87197)  0.411
H (3.10049, 0.55632, -1.84099)  0.403
H (2.76848, 2.96478, -2.43159)  0.270
H (4.43204, 4.55248, -1.58392)  0.415
H (4.42434, 5.21447, 0.80142)  0.367
H (2.71516, 4.26789, 2.33075)  0.479
H (1.04921, 2.66756, 1.48139)  0.297
C (-1.02705, -2.70908, 5.63264)  -1.810
C (-0.24918, -2.36847, 4.40319)  0.880
N (0.22571, -0.84078, 2.49361)  2.429
C (1.47383, -1.55224, 2.37445)  -0.613
C (1.92381, -2.27933, 3.41537)  -0.096
N (1.16796, -2.35481, 4.58015)  -0.142
C (3.18737, -3.10334, 3.52644)  0.645
O (3.89814, -3.35554, 2.44899)  -0.622
O (3.54088, -3.48928, 4.62116)  -0.685
C (2.12797, -1.39606, 1.02657)  -0.095
O (2.58855, -2.47507, 0.46466)  -1.128
O (2.06145, -0.31169, 0.46056)  -0.404
H (-2.08628, -2.57968, 5.42382)  0.447
H (-0.73863, -2.04937, 6.45214)  0.306
H (-0.84049, -3.74554, 5.92727)  0.429
H (1.54841, -3.03035, 5.22971)  0.417
H (3.41363, -3.05053, 1.61317)  0.366
C (1.32175, -3.25461, -2.39131)  -0.671
N (0.64026, -3.34613, -1.08295)  0.699
C (0.09656, -4.68468, -0.77108)  -0.742
C (-0.33494, -2.24254, -0.80429)  -0.376
C (-1.65784, -2.14955, -1.54162)  1.653
C (-1.97838, -2.86123, -2.69340)  -0.303
C (-3.21873, -2.68410, -3.29903)  -1.133
C (-4.12258, -1.79655, -2.74278)  -0.813
C (-3.77850, -1.10046, -1.58471)  -0.788
C (-2.54738, -1.23672, -0.93171)  -0.255
H (2.14218, -3.97072, -2.39830)  0.493
H (1.72279, -2.24990, -2.48842)  0.089
H (0.63941, -3.45797, -3.20815)  0.351
H (1.41511, -3.15429, -0.37345)  0.223
H (-0.71691, -4.92872, -1.44824)  0.376
H (-0.27132, -4.67011, 0.25349)  0.228
H (0.89802, -5.41578, -0.85995)  0.380
H (0.23340, -1.32005, -0.93543)  -0.640
H (-0.53688, -2.33984, 0.26614)  -0.018
H (-1.29559, -3.56992, -3.14543)  0.127
H (-3.46853, -3.24177, -4.19406)  0.387
H (-5.09400, -1.65279, -3.20467)  0.371
H (-4.52506, -0.41697, -1.18116)  0.324

Summary:
DFT total energy: -3308.31105 hartree
2S+1: 1
Net charge: -1
Molecular weight: 751.81 g/mol


Entry 4:
Molecular formula: C37H40CdN3O11PSSi
Method: DFT, the ωB97M-V functional and the def2-TZVPD basis

Each line ends with the Mulliken charge.
Cartesian coordinates (Å):
Cd (1.76820, 1.45420, 0.72807)  2.101
O (4.61022, -1.02134, -4.80217)  -0.587
C (4.03192, -0.48154, -3.68603)  1.355
C (3.30126, 0.69547, -3.74699)  -0.395
C (2.72872, 1.18474, -2.58700)  0.052
N (2.85384, 0.56480, -1.41578)  -0.011
C (3.59553, -0.54021, -1.35084)  0.174
C (4.19090, -1.11114, -2.46573)  -0.807
C (3.80487, -1.19198, 0.02117)  0.020
O (4.58281, -2.15844, 0.05660)  -0.816
O (3.14295, -0.68416, 0.95950)  -0.513
C (1.93116, 2.48374, -2.60379)  -0.457
O (1.62550, 2.93462, -3.73380)  -0.839
O (1.67492, 2.95723, -1.48767)  -0.603
H (4.43623, -0.42347, -5.53486)  0.277
H (3.18044, 1.24222, -4.67601)  0.313
H (4.77828, -2.01099, -2.34998)  0.541
N (0.48543, 3.76623, 1.09566)  -0.406
N (1.38174, 4.66676, 1.72550)  -0.332
C (2.80365, 4.41977, 1.64064)  0.449
O (3.48835, 5.38703, 2.01218)  -0.837
O (3.19104, 3.26867, 1.29050)  -0.688
H (0.52731, 3.83545, 0.08142)  0.310
H (-0.44908, 3.97257, 1.41470)  0.195
H (1.20674, 5.63615, 1.51261)  0.234
O (-0.84954, 1.43651, -0.91487)  -0.198
S (-2.07676, 1.31822, -1.74192)  -0.007
C (-1.70369, 1.75250, -3.52992)  -0.914
C (-1.73103, 0.65724, -4.55557)  -0.079
C (-0.55623, 0.23133, -5.17277)  -0.118
C (-0.57990, -0.81173, -6.09017)  -0.589
C (-1.77627, -1.43558, -6.41518)  -0.450
C (-2.95732, -0.99465, -5.83263)  -0.606
C (-2.93431, 0.04481, -4.91596)  -0.002
C (-2.40486, -0.48577, -1.87920)  1.137
C (-3.84431, -0.87666, -1.66937)  0.193
C (-4.32628, -2.02477, -2.29573)  -0.304
C (-5.62457, -2.46433, -2.08445)  -0.761
C (-6.47221, -1.75280, -1.24705)  -0.384
C (-6.00860, -0.60329, -0.62385)  -0.872
C (-4.70609, -0.16956, -0.83034)  -0.062
H (-0.72451, 2.23940, -3.47905)  0.268
H (-2.47275, 2.49515, -3.75132)  0.485
H (0.36497, 0.75146, -4.93017)  0.438
H (0.34237, -1.13933, -6.55552)  0.416
H (-1.79340, -2.25939, -7.11951)  0.379
H (-3.89962, -1.46565, -6.08873)  0.411
H (-3.86225, 0.37392, -4.45695)  0.392
H (-1.77478, -0.90184, -1.09555)  -1.181
H (-2.04247, -0.86637, -2.82837)  0.103
H (-3.66375, -2.58798, -2.94459)  0.414
H (-5.97449, -3.36582, -2.57325)  0.376
H (-7.48701, -2.09301, -1.07722)  0.372
H (-6.66455, -0.04152, 0.03033)  0.398
H (-4.35210, 0.72270, -0.32994)  0.477
C (3.80325, -1.70496, 5.91740)  -0.407
C (2.51824, -2.03266, 5.51082)  -0.743
C (1.79762, -1.15957, 4.70453)  -0.029
C (2.31147, 0.07576, 4.30490)  0.129
C (3.62552, 0.36127, 4.69478)  -0.296
C (4.36336, -0.50932, 5.48253)  -0.689
Si (1.39676, 1.39148, 3.25134)  0.958
C (-0.32350, 1.67579, 4.07864)  0.302
C (-1.14097, 0.71585, 4.68237)  -0.220
C (-2.35453, 1.04656, 5.27651)  -0.577
C (-2.79616, 2.36215, 5.27596)  -0.374
C (-2.01591, 3.33437, 4.66014)  -0.818
C (-0.80637, 2.99213, 4.07288)  -0.395
H (4.36535, -2.37568, 6.55689)  0.340
H (2.07468, -2.97306, 5.82003)  0.350
H (0.81214, -1.46597, 4.37087)  0.227
H (4.07624, 1.29375, 4.36769)  0.356
H (5.37834, -0.25485, 5.76588)  0.371
H (2.05089, 2.59851, 3.83505)  -0.395
H (-0.82198, -0.31839, 4.71484)  0.074
H (-2.95057, 0.27174, 5.74670)  0.361
H (-3.73141, 2.62721, 5.75655)  0.342
H (-2.35117, 4.36593, 4.65128)  0.392
H (-0.19784, 3.76456, 3.60534)  0.531
C (0.39398, -3.20357, -2.06765)  -0.738
O (-0.32106, -2.97067, -0.86717)  -0.394
P (0.49771, -2.15757, 0.34219)  0.984
O (-0.78073, -2.06695, 1.36995)  -0.683
C (-1.54183, -0.86878, 1.48147)  -0.209
O (1.13098, -3.51384, 0.96171)  -0.516
C (2.01850, -3.56128, 2.08574)  -0.580
H (-0.28977, -3.68645, -2.76744)  0.253
H (1.25425, -3.86101, -1.90508)  0.327
H (0.76087, -2.26811, -2.51144)  0.234
H (-1.73908, -0.67999, 2.53399)  0.103
H (-2.49696, -0.99056, 0.96145)  0.341
H (-1.01493, -0.00514, 1.07040)  -0.091
H (2.67108, -2.69201, 2.12398)  0.223
H (1.43711, -3.62341, 3.00781)  0.211
H (2.61977, -4.46284, 1.97710)  0.284

Summary:
DFT total energy: -3622.78606 hartree
2S+1: 1
Net charge: -2
Molecular weight: 906.28 g/mol